1.
This record from OMol25 describes a 2-piece molecular cluster, C2H7NO overall. The level of theory is ωB97M-V with the def2-TZVPD basis set.

```
! RIJCOSX wB97M-V def2-TZVPD def2/J DEFGRID3
* xyz 0 1
H 1.736 0.875 -1.137
H 2.036 -1.055 -0.174
H -1.272 -1.525 -0.410
O 1.023 -0.926 -0.305
H 1.820 0.764 0.686
C 1.302 0.447 -0.226
H -1.964 0.707 1.275
H 0.155 0.848 -0.046
H -1.893 0.704 -0.538
C -1.569 0.216 0.387
N -1.376 -1.055 0.488
*
```

Computed properties:
Energy above the lowest of the compared OMol25 structures with the same formula, charge and spin in kJ/mol: 296.34
E_LUMO in hartree: 0.0345
HOMO-LUMO gap in eV: 10.7
SMILES string: C=N.CO

***

2.
This record from OMol25 describes C49H57N4OPtSi2Te2 as an isolated structure. The level of theory is ωB97M-V with the def2-TZVPD basis set.

```
! RIJCOSX wB97M-V def2-TZVPD def2/J DEFGRID3
* xyz 0 2
N 2.227 0.664 -3.048
C -4.103 -0.298 3.324
Si -2.880 2.920 -0.196
H -4.659 2.250 1.430
H 3.530 -0.969 -7.152
C -1.311 -3.761 3.359
Te -0.997 0.108 -1.389
C -3.004 -1.671 1.479
H 1.525 4.689 -1.244
Si -2.079 -0.334 -4.442
H -1.986 4.128 -2.175
C 4.763 -1.472 -1.037
C -0.950 -1.895 6.635
H 3.346 5.991 -0.166
C 3.442 3.207 1.757
C -3.462 -1.265 -3.564
H 2.847 -1.677 3.828
H -0.162 -1.784 -3.873
C 6.067 -1.855 -1.306
C -1.302 0.965 -3.304
C -3.099 -2.595 0.439
C -2.770 1.093 -0.713
C -1.128 -2.889 5.681
H -2.345 -3.830 3.015
C 4.567 -2.107 2.638
H -3.237 5.067 -1.359
H -3.159 -1.584 -2.561
H -2.313 3.823 2.044
H -4.915 3.906 0.871
C -4.142 -1.314 2.212
H -3.563 1.203 -5.696
H 2.120 1.532 1.559
C 6.874 -2.361 -0.273
H -1.131 2.605 1.548
H -5.363 2.548 -0.163
C -1.740 3.442 1.196
C -0.752 -0.596 6.191
H -1.864 1.884 -3.153
H -0.580 0.194 6.917
H 1.355 2.566 -2.937
O -0.238 2.908 -1.216
C -2.952 4.060 -1.675
Te -1.095 -0.808 1.815
C -0.524 1.183 4.487
C -0.699 -1.547 -4.798
C -0.978 -1.282 3.897
H 0.033 -1.134 -5.496
C 3.592 -1.025 -6.072
C -0.761 -0.268 4.838
C 0.617 2.282 -0.590
H -1.007 -3.286 8.278
H -6.389 -3.333 0.642
H 5.005 -2.871 -3.592
H -0.584 1.370 3.418
C 3.307 -1.630 2.849
N 3.840 -1.000 -1.911
H 0.467 1.493 4.828
H -4.375 -3.893 -0.696
C -1.135 -2.611 4.318
C 2.955 -0.183 -3.902
C 1.735 1.813 -3.611
H -3.725 -2.163 -4.127
H -1.257 -3.916 6.005
H 6.461 -1.715 -2.302
H -0.322 1.215 -3.711
H 7.891 -2.657 -0.497
H 3.959 2.795 2.615
H -3.177 0.490 0.101
C 3.790 -1.130 -3.299
H -0.677 -3.641 2.480
C 5.118 -2.039 1.341
C 2.201 1.049 -5.854
C -5.439 -2.861 0.862
C 2.590 -1.064 1.787
H -3.361 0.476 3.117
H -1.975 1.101 -6.465
N 3.058 -0.977 0.568
H -1.057 -4.701 3.849
C 2.907 -0.063 -5.306
C 6.415 -2.485 1.012
C 3.789 4.461 1.269
C -4.313 -3.184 0.120
C -0.975 -2.210 8.107
H -3.144 -0.208 -6.670
H 2.141 1.185 -6.926
C -2.750 0.522 -5.958
C 2.074 4.282 -0.405
H 1.603 -0.661 1.949
H -5.079 0.168 3.454
C -4.615 2.903 0.553
H -6.233 -1.688 2.466
Pt 2.335 -0.047 -1.132
H -3.699 3.716 -2.395
H 4.591 5.019 1.735
C 2.424 2.487 1.155
H -1.072 -2.487 -5.212
N 0.567 0.922 -0.413
H 4.825 -2.765 -6.073
H -1.255 1.820 4.988
H -1.856 -1.765 8.574
H -3.432 0.947 -1.574
C 4.446 -2.081 -4.075
H 5.141 -2.541 3.448
H 7.045 -2.900 1.788
H -2.206 -2.870 -0.112
C 1.746 3.014 0.059
C 4.327 -2.022 -5.462
C 1.704 2.013 -4.969
C -5.348 -1.937 1.892
H -4.370 -0.665 -3.456
H -1.051 4.221 0.862
H -0.096 -1.804 8.609
H 1.275 2.933 -5.346
C 3.094 5.002 0.197
H -3.822 -0.772 4.268
C 4.310 -1.487 0.324
*
```

Computed properties:
Energy above the lowest of the compared OMol25 structures with the same formula, charge and spin in kJ/mol: 0.00
E_LUMO (alpha / beta) in hartree: -0.0030 / -0.0029
HOMO-LUMO gap (alpha / beta) in eV: 4.5 / 6.2
Expectation value of S²: 0.77

***

3.
This record from OMol25 describes C6H8N2 as an isolated structure. The level of theory is ωB97M-V with the def2-TZVPD basis set.

```
! RIJCOSX wB97M-V def2-TZVPD def2/J DEFGRID3
* xyz 0 1
N 1.581 1.565 -1.993
H 2.578 1.730 -1.885
C -0.558 0.741 -0.495
C -0.595 -1.832 0.078
H -1.664 -1.786 -0.088
H -1.744 2.254 0.497
C -0.824 1.685 0.474
H -1.340 0.523 -1.217
N 1.434 -0.308 -0.436
C 1.108 0.746 -1.172
C 0.181 -0.522 0.139
C -0.056 -1.323 1.385
H -0.077 -2.638 -0.423
H 0.826 -1.794 1.798
H -0.083 1.912 1.228
H -0.766 -0.955 2.112
*
```

Computed properties:
Energy above the lowest of the compared OMol25 structures with the same formula, charge and spin in kJ/mol: 518.30
E_LUMO (alpha / beta) in hartree: -0.0319 / -0.0580
HOMO-LUMO gap (alpha / beta) in eV: 7.5 / 6.4

***

4.
This record from OMol25 describes a 2-piece molecular cluster, ClH3N2S overall. The level of theory is ωB97M-V with the def2-TZVPD basis set.

```
! RIJCOSX wB97M-V def2-TZVPD def2/J DEFGRID3
* xyz 0 1
H -0.688 -2.075 0.499
N -0.230 1.396 -0.475
N -0.602 -1.163 0.082
H 0.027 3.003 0.449
S 0.181 0.290 0.510
Cl 2.230 -0.235 -0.155
H -0.919 -1.216 -0.910
*
```

Computed properties:
Energy above the lowest of the compared OMol25 structures with the same formula, charge and spin in kJ/mol: 383.41
E_LUMO (alpha / beta) in hartree: -0.0718 / -0.0409
HOMO-LUMO gap (alpha / beta) in eV: 7.6 / 8.6

***

5.
This record from OMol25 describes a single C5H7NO2 molecule. The level of theory is ωB97M-V with the def2-TZVPD basis set.

```
! RIJCOSX wB97M-V def2-TZVPD def2/J DEFGRID3
* xyz 0 1
H -0.022 -2.491 -0.496
H -1.768 0.708 0.084
C 0.169 0.563 1.555
C 0.681 0.329 0.143
C -0.209 -1.720 -1.255
O -1.734 -0.150 -0.396
C -0.507 -0.492 -0.530
H 1.153 1.615 -1.360
H 0.801 2.408 0.025
C -0.173 0.694 2.702
H -1.013 -2.031 -1.917
H -0.441 0.805 3.725
N 0.504 1.647 -0.578
H 0.763 -1.588 -1.739
O 1.796 -0.298 0.038
*
```

Computed properties:
Energy above the lowest of the compared OMol25 structures with the same formula, charge and spin in kJ/mol: 423.48
E_LUMO in hartree: -0.0186
HOMO-LUMO gap in eV: 7.9

***

6.
This record from OMol25 describes a single C2H3NO2S molecule. The level of theory is ωB97M-V with the def2-TZVPD basis set.

```
! RIJCOSX wB97M-V def2-TZVPD def2/J DEFGRID3
* xyz 0 1
C 1.325 0.559 0.038
C -0.172 0.640 0.012
S 2.103 -1.057 -0.045
O 2.000 1.569 -0.072
H 0.995 -1.707 0.386
N -0.818 -0.470 -0.156
H -0.668 1.610 0.016
O -2.199 -0.150 0.022
H -2.566 -0.995 -0.203
*
```

Computed properties:
Energy above the lowest of the compared OMol25 structures with the same formula, charge and spin in kJ/mol: 258.26
E_LUMO in hartree: -0.0162
HOMO-LUMO gap in eV: 9.7
SMILES string: O=C(S)/C=N/O

***

7.
This record from OMol25 describes a 3-piece molecular cluster, C4H14NO3 overall. The level of theory is ωB97M-V with the def2-TZVPD basis set.

```
! RIJCOSX wB97M-V def2-TZVPD def2/J DEFGRID3
* xyz -1 1
H 2.443 -1.449 0.025
C 1.547 -2.021 0.278
H 1.201 -2.525 -0.646
O 0.658 1.363 -1.014
H -0.551 0.251 -2.119
H 0.196 3.744 -0.261
H -2.872 -1.981 -1.269
H 1.507 0.709 1.064
H -2.293 -0.702 -0.874
C 1.083 -0.040 1.746
O -3.184 -1.131 -0.929
C 0.269 0.112 -1.351
H 0.274 0.479 2.256
H 1.875 -0.451 2.359
O -0.004 3.307 0.572
H -0.191 -1.762 1.562
H -0.962 0.233 0.247
H 1.031 -0.553 -1.711
C 0.408 -1.197 0.858
H 0.103 2.340 0.371
N -0.460 -0.562 -0.127
H 1.895 -2.751 1.028
*
```

Computed properties:
Energy above the lowest of the compared OMol25 structures with the same formula, charge and spin in kJ/mol: 116.84
E_LUMO in hartree: 0.1394
HOMO-LUMO gap in eV: 7.2

***

8.
This record from OMol25 describes C19H20ClN6OPdS2 as an isolated structure. The level of theory is ωB97M-V with the def2-TZVPD basis set.

```
! RIJCOSX wB97M-V def2-TZVPD def2/J DEFGRID3
* xyz -1 3
C 2.047 -0.366 -1.835
Cl 1.821 -1.863 -2.706
H -1.023 2.010 0.705
C 1.122 -1.365 0.285
N -1.036 0.000 -2.648
H 2.703 2.955 -0.022
N -1.192 0.487 -1.385
H 3.162 2.769 -2.466
Pd -1.059 -0.818 0.438
S -2.188 -2.830 -0.400
H 1.334 -1.369 1.351
C 2.776 1.925 -1.909
H -2.725 0.108 -5.481
C -2.394 -3.513 1.186
N -1.257 2.498 -0.183
C -0.891 0.904 -3.540
C -1.732 -0.339 -5.546
H -1.526 -0.578 -6.590
C -0.032 -0.315 3.700
H 1.100 -2.343 -0.177
C 1.734 -0.297 -0.463
C 2.547 0.713 -2.544
C -0.173 0.887 2.940
S -0.936 2.525 -2.885
N -1.997 -3.070 2.340
H -0.642 -2.359 4.133
C 1.466 0.804 5.268
H -1.093 3.486 -0.236
C 1.347 1.977 4.521
H 1.810 1.035 1.213
C 0.774 -0.314 4.844
H -0.649 1.545 -5.553
H 2.082 0.769 6.157
H 2.765 0.594 -3.598
C 2.515 2.023 -0.543
C -1.155 1.792 -1.322
N -3.033 -4.742 1.229
H 0.853 -1.238 5.408
H -3.422 -4.976 2.129
H 0.465 2.929 2.816
H 0.316 0.148 -5.088
N -1.380 -1.831 2.326
C 0.553 2.017 3.396
C 2.018 0.942 0.154
C -0.707 -1.566 3.384
O -0.934 0.972 1.901
C -0.670 0.609 -4.991
H -1.739 -1.261 -4.969
H 1.885 2.868 4.827
H -3.609 -4.938 0.428
*
```

Computed properties:
Energy above the lowest of the compared OMol25 structures with the same formula, charge and spin in kJ/mol: 0.00
E_LUMO (alpha / beta) in hartree: 0.0882 / 0.0879
HOMO-LUMO gap (alpha / beta) in eV: 5.6 / 6.6
Expectation value of S²: 2.02

***

no.,energy (eV)
1,-5722.170
2,-93336.442
3,-9326.336
4,-26381.130
5,-10879.228
6,-18540.776
7,-12007.685
8,-68690.118